Entry 1:
Density functional theory data (wB97M-V/def2-TZVPD) for a molecular structure, C38H35Cl2N2O2P2PtS.

```
83
Properties=species:S:1:pos:R:3
Pt 1.7194 0.2074 -1.2632
Cl 2.5139 -2.2776 -1.9465
C 4.0644 -1.8842 -2.7018
Cl 4.1809 -0.0964 -2.6881
H 4.0769 -2.2532 -3.7262
H 4.8664 -2.3125 -2.1037
C -0.6483 2.8469 -7.9501
C -0.0273 2.8833 -6.5905
C 0.6445 1.7777 -6.0748
C 1.2438 1.8330 -4.8272
C 1.1882 3.0076 -4.1028
C 0.5184 4.1156 -4.5866
C -0.0930 4.0478 -5.8263
S 1.9771 3.0681 -2.5089
O 3.1978 2.3065 -2.5494
O 2.0446 4.4130 -2.0294
N 0.9839 2.1366 -1.5682
C 0.0862 2.6786 -0.7168
C -0.5372 3.9137 -0.9660
C -1.4420 4.3933 -0.0460
C -1.7074 3.6530 1.1015
C -1.0569 2.4434 1.2593
N -0.2099 1.9548 0.3732
H -0.6364 1.8445 -8.3664
H -0.0996 3.5034 -8.6233
H -1.6758 3.2014 -7.9165
H 0.7145 0.8711 -6.6575
H 1.7694 0.9824 -4.4127
H 0.5043 5.0170 -3.9924
H -0.6142 4.9105 -6.2149
H -0.2841 4.4581 -1.8569
H -1.9462 5.3318 -0.2156
H -2.4056 3.9979 1.8442
H -1.2235 1.8221 2.1289
C -0.0307 -2.1547 2.5608
P 0.1236 -0.7337 1.3587
C -0.2598 -1.5383 -0.2536
C -0.3339 -2.9007 -0.5007
C -0.4736 -3.3735 -1.7986
C -0.5395 -2.4941 -2.8711
C -0.5556 -1.1298 -2.6419
C -0.4052 -0.6314 -1.3355
C 1.9631 -0.7308 1.0595
C 2.5761 0.5275 0.8240
C 3.9626 0.5943 0.6166
C 4.7312 -0.5570 0.6565
C 4.1326 -1.7849 0.9164
C 2.7626 -1.8746 1.0950
P -1.8714 -2.4278 2.7307
C -2.3590 -0.7560 3.3011
C -1.6665 -0.1030 4.3174
C -2.0598 1.1588 4.7206
C -3.1508 1.7725 4.1241
C -3.8527 1.1203 3.1252
C -3.4549 -0.1396 2.7100
C -1.9867 -3.3646 4.3000
C -2.8752 -2.9554 5.2927
C -2.9752 -3.6670 6.4733
C -2.2248 -4.8167 6.6579
C -1.3802 -5.2586 5.6536
C -1.2657 -4.5447 4.4756
H 0.3976 -1.8365 3.5159
H 0.4531 -3.0787 2.2480
H -0.3055 -3.6141 0.3081
H -0.5428 -4.4379 -1.9711
H -0.6273 -2.8824 -3.8749
H -0.7445 -0.4409 -3.4507
H -0.7677 0.3658 -1.1061
H 2.0182 1.4355 1.0432
H 4.4204 1.5600 0.4552
H 5.7999 -0.4980 0.5115
H 4.7355 -2.6770 0.9962
H 2.3210 -2.8461 1.2614
H -0.8344 -0.5876 4.8082
H -1.5166 1.6591 5.5079
H -3.4533 2.7560 4.4486
H -4.7124 1.5896 2.6723
H -3.9938 -0.6550 1.9276
H -3.4777 -2.0708 5.1466
H -3.6429 -3.3247 7.2481
H -2.3157 -5.3770 7.5747
H -0.8145 -6.1671 5.7909
H -0.6149 -4.9053 3.6918
```

Computed properties:
Charge: +1
HOMO-LUMO gap (alpha / beta), eV: 5.22 / 5.22
Energy above the lowest of the compared OMol25 structures with the same formula, charge and spin, kJ/mol: 41.37
E_tot, eV: -104745.3369
Highest occupied orbital energy (alpha / beta), eV: -10.4 / -10.4



Entry 2:
Density functional theory data (wB97M-V/def2-TZVPD) for a molecular structure, C38H35ClGdN2Si2.

```
79
Properties=species:S:1:pos:R:3
C -1.7452 -4.5889 1.1454
C -0.6117 -3.8521 1.6340
C -1.1091 -2.7625 2.4206
H 0.4341 -4.1376 1.5074
C -2.5393 -2.8200 2.4083
C -2.9291 -3.9497 1.6213
H -3.9400 -4.3620 1.5449
H -1.7096 -5.5688 0.6691
H -0.4993 -2.0178 2.9470
H -3.2164 -2.1766 2.9638
Gd -1.7344 -2.2636 0.0369
Si 1.5121 3.0389 2.2028
C 2.8655 3.7024 1.0125
C 2.4193 4.5928 0.0254
H 1.3867 4.9743 0.0360
C 3.3032 5.0648 -0.9547
H 2.9046 5.7145 -1.7312
C 4.6446 4.7063 -0.8937
H 5.3219 5.0398 -1.6821
C 5.1225 3.9468 0.1808
H 6.1793 3.7260 0.2605
C 4.2430 3.4885 1.1698
H 4.6209 3.0100 2.0779
C 0.5569 4.6670 2.3596
C 1.1177 5.8772 2.8267
H 2.1583 5.9043 3.1548
C 0.3315 7.0382 2.8451
H 0.7549 7.9669 3.2145
C -0.9895 7.0017 2.3983
H -1.6296 7.8784 2.4770
C -1.5084 5.8279 1.8528
H -2.5061 5.7794 1.4209
C -0.7419 4.6575 1.8530
H -1.1469 3.7350 1.4211
H 2.2605 2.9625 3.4647
Si 0.7304 2.2010 -1.4029
C -0.3240 1.9029 0.1227
C 0.3573 1.6716 1.4618
H 1.2550 1.0175 1.4069
C -0.4709 1.2366 2.5792
H 0.0516 1.0343 3.5333
C -1.7791 0.8898 2.3398
H -2.3679 0.4689 3.1729
C -2.3790 1.0009 1.0832
H -3.4531 0.7623 0.9635
C -1.6602 1.5376 0.0097
H -2.1649 1.5753 -0.9660
C 2.1208 1.0265 -0.9936
C 1.9467 -0.1358 -0.1969
H 0.9613 -0.3859 0.2304
C 3.0329 -0.9218 0.1968
H 2.8747 -1.7362 0.9299
C 4.2948 -0.6569 -0.3384
H 5.1466 -1.3138 -0.1101
C 4.4904 0.4744 -1.1549
H 5.4890 0.7112 -1.5277
C 3.4103 1.3129 -1.4730
H 3.5760 2.2096 -2.0787
H 0.0705 1.6013 -2.4970
Cl -1.4884 -1.1594 -2.2393
N -0.3680 -4.0034 -1.4619
C -1.0575 -4.9822 -2.2474
C -0.4009 -5.9898 -2.9373
C -1.1109 -6.8364 -3.8070
C -2.4745 -6.6597 -4.0050
C -3.1922 -5.6628 -3.2957
C -4.5797 -5.4580 -3.4528
C -5.1798 -4.4604 -2.7020
C -4.4180 -3.6947 -1.8037
N -3.0995 -3.8739 -1.6157
C -2.4730 -4.8292 -2.3736
H 0.5780 -4.3060 -1.2465
H -0.3331 -3.0988 -1.9734
H 0.6802 -6.1151 -2.8237
H -0.5860 -7.6291 -4.3380
H -3.0083 -7.2933 -4.7144
H -5.1522 -6.0694 -4.1446
H -6.2391 -4.2613 -2.7800
H -4.8872 -2.9026 -1.2197
```

Computed properties:
Multiplicity: 8
Charge: +1
HOMO-LUMO gap (alpha / beta), eV: 3.81 / 6.50
Energy above the lowest of the compared OMol25 structures with the same formula, charge and spin, kJ/mol: 465.88
E_tot, eV: -92056.8074
Highest occupied orbital energy (alpha / beta), eV: -8.8 / -10.9



Entry 3:
Density functional theory data (wB97M-V/def2-TZVPD) for a molecular structure, C38H35ClN2Si2Sn.

```
79
Properties=species:S:1:pos:R:3
C 2.7403 -0.4520 4.4586
C 2.0218 -1.4993 3.8122
C 2.4857 -1.5810 2.4496
H 1.3456 -2.1993 4.3053
C 3.4573 -0.5369 2.2605
C 3.6139 0.1444 3.5098
H 4.3876 0.8718 3.7537
H 2.6978 -0.2009 5.5184
H 2.2637 -2.3751 1.7386
H 4.0745 -0.3915 1.3693
Sn 1.0747 0.5958 2.4180
Si -0.0766 0.1917 -0.2469
C -1.5159 -0.9121 0.0962
C -2.8208 -0.6401 -0.3633
H -2.9919 0.2305 -0.9978
C -3.8874 -1.4774 -0.0312
H -4.8804 -1.2922 -0.4501
C -3.6799 -2.5752 0.8104
H -4.5184 -3.2227 1.0841
C -2.3954 -2.8458 1.3124
H -2.2309 -3.6868 1.9889
C -1.3218 -2.0410 0.9348
H -0.3248 -2.2733 1.3184
C 1.3217 -0.5695 -1.1870
C 1.2442 -1.8792 -1.6921
H 0.2901 -2.4227 -1.6616
C 2.3755 -2.4882 -2.2512
H 2.3178 -3.5222 -2.6057
C 3.5711 -1.7688 -2.3899
H 4.4474 -2.2332 -2.8436
C 3.6287 -0.4306 -1.9703
H 4.5461 0.1521 -2.1095
C 2.5041 0.1707 -1.3973
H 2.5195 1.2337 -1.1331
H -0.2186 1.6799 -0.3175
Si -2.2565 0.8887 -4.1747
C -0.8758 0.2276 -5.1977
C -1.1153 -0.8923 -6.0092
H -2.1025 -1.3594 -6.0203
C -0.0890 -1.4503 -6.7808
H -0.2859 -2.3395 -7.3880
C 1.1909 -0.8843 -6.7497
H 2.0022 -1.3375 -7.3247
C 1.4287 0.2572 -5.9707
H 2.4271 0.7068 -5.9547
C 0.3997 0.8084 -5.1983
H 0.6053 1.6833 -4.5772
C -3.4661 -0.4850 -3.8945
C -3.1957 -1.7197 -3.2837
H -2.2145 -1.9167 -2.8459
C -4.1963 -2.6962 -3.1748
H -3.9922 -3.6283 -2.6347
C -5.4657 -2.4711 -3.7214
H -6.2506 -3.2270 -3.6161
C -5.7346 -1.2617 -4.3771
H -6.7186 -1.0836 -4.8201
C -4.7459 -0.2709 -4.4356
H -4.9600 0.6918 -4.9060
H -2.9346 2.0010 -4.8937
Cl -1.5107 1.9016 -2.5432
N 2.4868 2.6728 2.8110
C 2.2359 3.2737 4.0907
C 2.9278 4.4146 4.4723
C 2.6214 5.0225 5.7036
C 1.6884 4.4829 6.5803
C 1.0055 3.2893 6.2369
C 0.0494 2.6700 7.0672
C -0.5545 1.5009 6.6509
C -0.2287 0.9449 5.4058
N 0.6105 1.5616 4.5601
C 1.2768 2.6914 4.9642
H 2.3252 3.3395 2.0497
H 3.4638 2.3836 2.7175
H 3.6962 4.8425 3.8250
H 3.1274 5.9440 5.9845
H 1.4539 4.9547 7.5421
H -0.2010 3.1229 8.0248
H -1.3022 0.9846 7.2435
H -0.6921 0.0078 5.0719
```

Computed properties:
HOMO-LUMO gap, eV: 3.54
Energy above the lowest of the compared OMol25 structures with the same formula, charge and spin, kJ/mol: 0.00
E_tot, eV: -77061.4019
Highest occupied orbital energy, eV: -4.3



Entry 4:
Density functional theory data (wB97M-V/def2-TZVPD) for a molecular structure, C38H36N3O4ReS6.

```
88
Properties=species:S:1:pos:R:3
Re -1.2446 -0.5901 1.0284
C 2.2912 4.1854 -2.8394
C 1.5889 3.3980 -1.7503
S 2.2686 1.8218 -1.4230
C 0.5016 3.9422 -1.1605
C -0.0391 5.3040 -1.5342
S -0.3860 3.1008 0.1101
H 3.1592 3.6344 -3.1930
H 2.6222 5.1601 -2.4735
H 1.6247 4.3671 -3.6865
H 0.7531 6.0083 -1.7921
H -0.6091 5.7257 -0.7074
H -0.7199 5.2466 -2.3897
C -0.3853 0.0986 -6.2409
C -1.0467 -0.4591 -5.0102
C -0.4056 -0.4115 -3.7804
C -1.0065 -0.9306 -2.6412
C -2.2687 -1.4869 -2.7229
C -2.9233 -1.5559 -3.9485
C -2.3089 -1.0466 -5.0785
S -3.2066 -2.0225 -1.3125
O -3.6708 -3.3573 -1.6100
O -4.1835 -0.9987 -1.0775
N -2.1901 -2.1061 -0.0378
C -1.8194 -3.4720 0.3481
C -1.0053 -3.4578 1.6269
O -0.6422 -4.4782 2.1713
O -0.6972 -2.2614 2.0783
H 0.2436 0.9528 -5.9909
H -1.1240 0.4191 -6.9752
H 0.2504 -0.6522 -6.7160
H 0.5661 0.0640 -3.6940
H -0.4865 -0.8786 -1.6972
H -3.9105 -1.9929 -4.0052
H -2.8249 -1.0906 -6.0305
H -1.2214 -3.9691 -0.4236
H -2.6981 -4.0956 0.5134
S -2.4820 2.5099 -2.0588
C -1.2360 1.8412 -0.8923
N -1.9609 0.9662 -0.0037
C -3.2562 1.4400 0.1871
C -4.0918 1.1071 1.2413
C -5.3903 1.6007 1.2594
C -5.8419 2.4342 0.2462
C -4.9966 2.7867 -0.8035
C -3.7119 2.2871 -0.8294
H -0.4633 1.3247 -1.4607
H -3.7432 0.4783 2.0552
H -6.0475 1.3417 2.0791
H -6.8520 2.8202 0.2740
H -5.3461 3.4356 -1.5963
N 0.6247 -0.6154 0.2618
S 1.5709 -1.8739 0.6274
C 2.5678 -1.3450 1.9927
C 2.4359 -2.0655 3.1688
C 3.1187 -1.6228 4.2944
C 3.8993 -0.4808 4.2215
C 4.0038 0.2369 3.0337
C 3.3331 -0.1888 1.9015
C 2.7587 -2.0458 -0.6842
C 2.7143 -1.2719 -1.8244
C 3.6565 -1.5031 -2.8205
C 4.6008 -2.5029 -2.6720
C 4.6163 -3.2895 -1.5231
C 3.6903 -3.0673 -0.5215
H 1.0978 0.3029 0.1467
H 1.7749 -2.9220 3.2095
H 3.0134 -2.1549 5.2296
H 4.4189 -0.1311 5.1040
H 4.5927 1.1428 2.9930
H 3.3756 0.3885 0.9833
H 1.9811 -0.4850 -1.9353
H 3.6450 -0.8788 -3.7029
H 5.3311 -2.6766 -3.4511
H 5.3488 -4.0769 -1.4104
H 3.6935 -3.6723 0.3764
S -0.7013 0.9306 2.7827
C -0.3053 0.2311 4.3692
C 0.3305 1.1155 5.2466
C 0.7006 0.7172 6.5196
C 0.4444 -0.5777 6.9508
C -0.1934 -1.4575 6.0891
C -0.5685 -1.0628 4.8124
H 0.5374 2.1234 4.9105
H 1.1931 1.4232 7.1770
H 0.7334 -0.8933 7.9453
H -0.4078 -2.4702 6.4080
H -1.0526 -1.7692 4.1585
```

Computed properties:
Multiplicity: 4
Charge: -1
HOMO-LUMO gap (alpha / beta), eV: 6.04 / 6.00
Energy above the lowest of the compared OMol25 structures with the same formula, charge and spin, kJ/mol: 88.85
E_tot, eV: -119794.2908
Highest occupied orbital energy (alpha / beta), eV: -4.1 / -4.2



Entry 5:
Density functional theory data (wB97M-V/def2-TZVPD) for a molecular structure, C38H37As2N6O4PbS2.

```
90
Properties=species:S:1:pos:R:3
Pb -0.3515 0.0267 0.7584
O 0.9832 -1.9281 4.4748
C 0.4239 -1.2846 3.5901
N -0.0204 -1.7009 2.3899
C -0.0125 -3.0338 2.0312
C 0.6427 -4.0353 2.7679
C 0.5687 -5.3690 2.4415
C -0.1644 -5.7811 1.3395
C -0.7782 -4.8185 0.5658
C -0.7009 -3.4663 0.8741
N -1.4702 -2.5647 0.0602
C -2.7416 -2.2667 0.4939
O -3.2581 -2.7602 1.4642
C -3.4203 -1.1935 -0.3042
C -4.8040 -1.0653 -0.3247
C -5.3443 0.0328 -0.9771
C -4.4897 0.9775 -1.5302
C -3.1229 0.7705 -1.4527
N -2.6032 -0.3088 -0.8809
C 0.2268 0.1900 3.8531
C 0.7207 0.7115 5.0445
C 0.6027 2.0684 5.2833
C -0.0448 2.8560 4.3434
C -0.5342 2.2553 3.1998
N -0.3796 0.9615 2.9496
H 1.1818 -3.7378 3.6502
H 1.0872 -6.0932 3.0530
H -0.2775 -6.8287 1.1059
H -1.3855 -5.1116 -0.2821
H -5.4181 -1.8071 0.1625
H -6.4148 0.1562 -1.0417
H -4.8780 1.8575 -2.0160
H -2.4119 1.4890 -1.8408
H 1.2027 0.0349 5.7351
H 1.0122 2.5100 6.1778
H -0.1664 3.9166 4.4823
H -1.0485 2.8286 2.4429
C 2.6346 -0.6818 -3.1370
As 1.0786 0.0184 -2.1077
C 1.5001 1.9002 -2.5100
C -0.3541 -0.2618 -3.4338
C -0.4659 0.5288 -4.5732
C -1.5677 0.4440 -5.4052
C -2.6122 -0.4061 -5.0827
C -2.5175 -1.2131 -3.9619
C -1.3753 -1.1659 -3.1701
As -1.2229 -2.5422 -1.7642
C -2.4994 -3.8624 -2.4331
C 0.4795 -3.4118 -2.0572
H 2.5878 -0.3570 -4.1752
H 2.7185 -1.7647 -3.1044
H 3.5283 -0.2595 -2.6762
H 1.9590 2.0173 -3.4941
H 2.2204 2.2418 -1.7668
H 0.6227 2.5404 -2.4294
H 0.3271 1.2273 -4.8034
H -1.6227 1.0608 -6.2879
H -3.4954 -0.4446 -5.7027
H -3.3542 -1.8542 -3.7065
H -3.5280 -3.5867 -2.1735
H -2.2976 -4.8560 -2.0276
H -2.3848 -3.8999 -3.5231
H 0.7615 -3.2108 -3.0961
H 0.3765 -4.4878 -1.9080
H 1.2470 -3.0256 -1.3805
O 3.1838 4.5843 0.9896
C 2.0884 5.0989 0.4144
C 2.1081 6.4495 0.0530
C 1.0101 7.0441 -0.5294
C -0.1427 6.3050 -0.7657
C -0.1702 4.9706 -0.4274
C 0.9343 4.3397 0.1529
C 0.8301 2.8920 0.4142
O -0.2355 2.2918 0.0507
N 1.8739 2.3018 0.9648
N 1.8399 0.9379 1.0330
C 2.7413 0.3496 1.7395
S 3.8040 1.1778 2.8560
C 4.7710 -0.3148 3.2943
C 3.8770 -1.5255 3.1630
S 2.9918 -1.3671 1.5761
H 3.0176 3.6336 1.1770
H 3.0070 7.0113 0.2511
H 1.0477 8.0896 -0.7996
H -1.0080 6.7743 -1.2091
H -1.0538 4.3736 -0.6036
H 5.1297 -0.1928 4.3144
H 5.6221 -0.3650 2.6144
H 3.1285 -1.5844 3.9562
H 4.4487 -2.4505 3.1272
```

Computed properties:
Charge: +1
HOMO-LUMO gap, eV: 6.79
Energy above the lowest of the compared OMol25 structures with the same formula, charge and spin, kJ/mol: 63.15
E_tot, eV: -205727.2077
Highest occupied orbital energy, eV: -9.9